A.
# CHClO2PS

A structure of composition CHClO2PS (ωB97M-V with the def2-TZVPD basis set, OMol25).

The geometry in XYZ format:
```
7
CHClO2PS, DFT ωB97M-V with the def2-TZVPD basis set
C -1.24 -0.04 0.20
O 1.61 -1.47 -0.19
O -1.15 -0.91 1.02
P 1.42 -0.20 -0.81
S -2.30 1.12 -0.18
Cl 2.00 1.22 0.61
H -0.35 0.28 -0.64
```

Properties
Orbital gap   7.5 eV
Lowest unoccupied orbital energy   3.5 eV
Highest occupied orbital energy   -4.001 eV
Net charge   -1

Mulliken atomic charges, in units of e: 0.54, -0.40, -0.48, 0.19, -0.47, -0.29, -0.10

B.
# CHClO2PS

The ion CHClO2PS with charge -1 (ωB97M-V with the def2-TZVPD basis set, OMol25).

The geometry in XYZ format:
```
7
CHClO2PS, DFT ωB97M-V with the def2-TZVPD basis set
C -0.55 0.71 0.55
O -0.45 -0.98 -1.62
O 0.74 -1.71 0.59
P 0.24 -0.60 -0.41
S -2.07 0.63 1.15
Cl 1.84 0.47 -0.99
H 0.25 1.47 0.72
```

Properties
Orbital gap   7.9 eV
SMILES   O=[P@@]([O-])(Cl)C=S
Lowest unoccupied orbital energy   2.9 eV
Highest occupied orbital energy   -5.026 eV
Net charge   -1

Mulliken atomic charges, in units of e: -0.21, -0.65, -0.71, 0.95, -0.27, -0.35, 0.25

B (0.0471 hartree below the next structure)

A.
# C4H5FN2

The molecule C4H5FN2 (ωB97M-V with the def2-TZVPD basis set, OMol25).

The geometry in XYZ format:
```
12
C4H5FN2, DFT ωB97M-V with the def2-TZVPD basis set
C -0.33 0.08 0.74
C 0.03 0.92 -0.45
C 0.73 -0.42 -0.22
C 2.22 -0.46 0.06
N 3.85 -0.23 -1.67
N 3.11 -0.15 -0.82
F 2.65 -0.32 1.39
H 0.04 0.24 1.73
H -1.16 -0.48 0.41
H -0.72 0.99 -1.31
H 0.62 1.84 -0.56
H 0.36 -1.09 -0.92
```

Properties
Orbital gap   8.6 eV
Lowest unoccupied orbital energy   0.4 eV
Highest occupied orbital energy   -8.166 eV
Net charge   0

Mulliken atomic charges, in units of e: -0.54, -0.54, -0.13, 0.07, -0.55, 0.48, -0.28, 0.32, 0.26, 0.20, 0.26, 0.44

B.
# C4H5FN2

The molecule C4H5FN2 (ωB97M-V with the def2-TZVPD basis set, OMol25).

The geometry in XYZ format:
```
12
C4H5FN2, DFT ωB97M-V with the def2-TZVPD basis set
C 2.28 0.06 -0.08
C -0.37 -0.56 -0.03
C 1.43 1.17 -0.18
C -0.05 0.81 0.52
N 2.89 -0.87 0.12
N -0.48 -1.53 0.73
F -0.90 1.79 0.03
H -0.81 -0.44 -1.05
H 1.93 2.09 0.03
H 1.14 1.19 -1.22
H 0.09 0.95 1.66
H -0.95 -2.25 0.32
```

Properties
Orbital gap   11.4 eV
SMILES   [H]/N=C/[C@H](F)CC#N
Lowest unoccupied orbital energy   0.7 eV
Highest occupied orbital energy   -10.650 eV
Net charge   0

Mulliken atomic charges, in units of e: 0.37, -0.23, -0.76, 0.27, -0.39, -0.51, -0.29, 0.33, 0.41, 0.25, 0.29, 0.27

B (0.0805 hartree below the next structure)